The following is a quantum chemistry calculation of a molecular structure, C27H36Br63N2O2P at a distorted geometry, from the Open Molecules 2025 dataset.

Its highest occupied orbital energy is -9.531 eV. The value obtained for the frontier orbital gap is 0.337 Eh. The spin multiplicity is 1. As for the net charge: 0. The value obtained for the energy above the lowest of the compared OMol25 structures with the same formula, charge and spin is 0.167 eV. For the total energy, the calculation gives -4457617.8627 eV. Its max |F| is 1.40 eV/Å. The calculation puts the LUMO energy at -0.35 eV. As for the molecular weight: 5485.5 u.

Last column: Löwdin charge in e.
Atoms and positions in Å:
1 Br -6.041 1.797 0.273  0.513
2 H 10.843 -4.385 -13.925  -0.031
3 Br -12.775 8.469 2.544  0.589
4 C -15.987 10.616 2.914  -1.665
5 Br -4.561 4.079 -3.759  0.550
6 Br 3.365 1.438 -0.347  0.570
7 C -1.442 -9.337 4.013  -1.656
8 Br 9.453 -4.954 -11.963  0.572
9 Br -16.262 9.553 4.494  0.557
10 Br 0.765 -0.880 7.523  0.577
11 H 2.671 -4.724 1.334  0.086
12 H -6.736 6.939 0.979  -0.025
13 H -11.929 6.565 1.218  -0.052
14 C 11.030 0.065 -8.244  -1.620
15 Br -6.097 -1.123 -1.015  0.587
16 Br 1.670 -8.368 7.038  0.558
17 Br 6.032 2.054 -2.825  0.540
18 H -0.132 -0.637 0.865  0.079
19 H 1.272 6.300 -0.109  -0.067
20 H 5.486 2.788 -5.116  -0.136
21 C 1.375 -3.116 -3.338  -1.618
22 H -0.142 -2.347 0.564  0.019
23 H 2.232 -3.462 0.199  0.046
24 H -15.008 10.370 2.530  -0.092
25 Br 10.560 -0.853 -6.618  0.590
26 Br 0.042 -6.073 5.592  0.617
27 C 5.137 -1.820 4.997  -1.600
28 Br 3.285 1.903 -4.428  0.541
29 C -2.747 4.198 -3.133  -1.608
30 O -1.980 -3.570 1.286  -0.203
31 H -0.670 -8.592 3.872  -0.062
32 H 2.358 3.370 0.813  -0.157
33 C 2.612 -1.041 8.039  -1.654
34 Br 3.502 0.667 8.044  0.558
35 Br 6.081 -2.234 8.544  0.573
36 H 0.798 -2.843 -4.210  -0.030
37 Br 0.156 -3.218 -1.852  0.668
38 Br 9.992 -2.139 -13.344  0.535
39 Br -7.746 -0.754 -5.698  0.575
40 Br -0.075 6.058 2.743  0.604
41 Br 7.058 2.627 -7.271  0.617
42 Br 8.623 -4.486 -15.005  0.571
43 C 1.318 -3.716 3.534  -0.150
44 N -1.139 -1.700 2.347  0.113
45 C -7.003 5.893 0.965  -1.597
46 C 1.331 -1.617 2.073  -0.219
47 H 2.030 -4.478 3.863  0.025
48 Br 4.421 1.041 -13.465  0.574
49 H 2.998 -2.821 2.588  0.089
50 Br 4.300 -3.483 5.497  0.631
51 C 1.947 -2.991 2.335  -0.422
52 Br 6.538 -0.222 -5.894  0.571
53 Br 2.596 7.989 -1.339  0.596
54 Br 2.198 -4.817 -3.704  0.584
55 Br 3.837 -0.548 4.365  0.602
56 Br 3.198 -1.364 -11.770  0.564
57 C -4.274 1.805 4.895  -1.625
58 Br -0.548 3.501 4.593  0.562
59 Br -3.037 0.910 3.722  0.604
60 C 6.922 0.721 -7.532  -1.614
61 C 1.940 -3.935 1.133  -0.086
62 H -2.339 -4.404 3.527  0.035
63 H 1.134 -3.061 4.386  0.065
64 C -6.417 -0.070 0.570  -1.620
65 H 1.181 -1.077 3.011  0.054
66 Br 0.962 5.464 -2.417  0.562
67 H -0.630 3.729 2.134  -0.114
68 Br 5.656 0.286 -8.914  0.569
69 Br -1.765 -10.155 2.301  0.577
70 C -0.987 4.369 2.930  -1.614
71 Br 6.561 -2.092 3.736  0.580
72 H -2.458 5.239 -3.153  -0.029
73 C 9.869 -4.043 -13.606  -1.641
74 H 3.096 -1.657 7.293  -0.112
75 H 2.020 -1.010 1.479  0.070
76 H 4.297 -1.371 -13.983  -0.031
77 H 0.985 -4.455 1.042  0.056
78 O -3.381 -1.996 2.066  0.065
79 C 0.400 -6.943 7.273  -1.619
80 C -0.027 -1.610 1.355  -0.162
81 Br -8.199 -0.330 1.250  0.576
82 H -4.024 2.858 4.875  -0.071
83 Br 0.308 2.232 0.070  0.607
84 C 4.521 -0.840 -13.069  -1.638
85 C -2.247 -2.365 1.913  -0.652
86 H 5.584 -1.402 5.890  -0.084
87 Br 8.489 -0.201 8.080  0.586
88 H 8.492 -2.478 9.045  -0.028
89 Br 8.483 -3.040 6.630  0.572
90 Br 3.386 5.046 -0.402  0.641
91 C 7.968 -2.051 8.202  -1.602
92 C -6.625 0.556 -4.843  -1.634
93 C 1.952 6.218 -0.946  -1.585
94 Br 2.683 -1.729 -3.057  0.551
95 Br -2.893 4.557 2.689  0.571
96 Br 11.112 1.970 -7.985  0.581
97 Br -14.107 5.642 1.929  0.583
98 H -1.399 -0.770 2.650  0.048
99 Br -3.005 -8.424 4.668  0.539
100 N -1.373 -6.067 2.019  -0.243
101 Br 9.834 -0.402 -9.682  0.590
102 Br -7.499 2.270 -4.732  0.549
103 H -5.729 -0.423 1.329  -0.048
104 H 12.018 -0.266 -8.529  -0.030
105 Br -8.796 5.771 0.275  0.585
106 P -2.354 -4.877 2.203  0.685
107 Br -5.741 4.993 -0.173  0.497
108 Br 4.636 4.741 -3.876  0.565
109 H -0.525 -7.389 7.611  -0.028
110 C 2.088 2.317 0.791  -1.611
111 Br -6.892 5.250 2.779  0.559
112 Br -6.079 1.625 4.262  0.575
113 Br 2.127 1.653 2.596  0.605
114 Br 2.808 -1.943 9.735  0.549
115 Br -15.985 12.500 3.314  0.569
116 Br 6.296 -1.360 -12.533  0.535
117 C -12.458 6.608 2.159  -1.644
118 Br 0.962 -5.690 8.624  0.571
119 H -3.695 -5.187 1.919  0.029
120 H 7.892 0.384 -7.870  -0.124
121 Br -4.090 1.211 6.717  0.592
122 Br -0.787 -10.597 5.311  0.557
123 Br -1.518 3.244 -4.270  0.572
124 C 4.937 2.863 -4.190  -1.623
125 H -6.458 0.222 -3.828  -0.075
126 H -1.874 -6.881 1.678  -0.047
127 H 0.425 -4.271 3.240  0.020
128 Br -17.259 10.182 1.536  0.568
129 Br -4.903 0.685 -5.693  0.557
130 Br -2.637 3.593 -1.310  0.514
131 Br -11.329 5.794 3.484  0.564